A 8-piece molecular cluster, C32H64O16S8 overall in a non-equilibrium geometry, computed with the ωB97M-V functional and the def2-TZVPD basis.

Calculated values
frontier orbital gap: 9.90 eV
structure (SMILES): O=S1(=O)CCCC1.O=S1(=O)CCCC1.O=S1(=O)CCCC1.O=S1(=O)CCCC1.O=S1(=O)CCCC1.O=S1(=O)CCCC1.O=S1(=O)CCCC1.O=S1(=O)CCCC1
maximum force: 0.202 hartree/bohr
total charge: 0
E_tot: -153647.700 eV
lowest unoccupied orbital energy: -0.16 eV

Each atom is followed by the atoms it is bonded to, with distances in Å.
Cartesian coordinates (Å):
1 O 36.00100 -1.50100 10.24300  S2 1.445
2 S 35.42300 -0.47000 9.41100  O1 1.445, O3 1.484, C4 1.707, C7 1.794
3 O 34.01300 -0.56000 8.95700  S2 1.484
4 C 35.38300 0.94300 10.36800  S2 1.707, C5 1.556, H8 0.948, H9 1.137
5 C 35.71800 2.05500 9.33200  C4 1.556, C6 1.624, H10 1.063, H11 1.068
6 C 36.85200 1.42800 8.35300  C5 1.624, C7 1.514, H12 1.056, H13 1.099
7 C 36.46600 0.00000 8.02900  S2 1.794, C6 1.514, H14 1.109, H15 1.201
8 H 36.07700 0.99500 11.01100  C4 0.948
9 H 34.40300 1.04800 10.93500  C4 1.137
10 H 34.83000 2.42400 8.88000  C5 1.063
11 H 36.09900 2.97200 9.72400  C5 1.068
12 H 37.64900 1.44100 9.04500  C6 1.056
13 H 37.07500 2.15500 7.55900  C6 1.099
14 H 37.42200 -0.56000 7.97200  C7 1.109
15 H 35.78300 0.11500 7.04800  C7 1.201
16 O 35.09700 1.61000 13.42400  S17 1.430
17 S 33.89100 1.38300 14.15900  O16 1.430, O18 1.420, C19 1.795, C22 1.712
18 O 33.81600 1.73600 15.53200  S17 1.420
19 C 32.50900 2.01600 13.20500  S17 1.795, C20 1.510, H23 1.045, H24 1.171
20 C 31.54200 0.86400 13.07000  C19 1.510, C21 1.537, H25 1.049, H26 1.086
21 C 32.44500 -0.36100 12.85300  C20 1.537, C22 1.538, H27 1.014, H28 1.043
22 C 33.46600 -0.26800 14.00000  S17 1.712, C21 1.538, H29 0.977, H30 1.189
23 H 32.87400 2.54700 12.38200  C19 1.045
24 H 31.98500 2.96300 13.65300  C19 1.171
25 H 31.00500 0.95500 13.96600  C20 1.049
26 H 30.81400 0.81600 12.26500  C20 1.086
27 H 32.73300 -0.53700 11.89700  C21 1.014
28 H 31.79100 -1.17300 12.84200  C21 1.043
29 H 34.24600 -0.82700 13.81500  C22 0.977
30 H 33.14000 -0.80700 15.00800  C22 1.189
31 O 26.31100 3.29700 8.21800  S32 1.413
32 S 26.09100 4.66000 8.52000  O31 1.413, O33 1.419, C34 1.769, C37 1.764
33 O 26.31400 5.61800 7.49700  S32 1.419
34 C 24.54500 4.91200 9.34300  S32 1.769, C35 1.579, H38 1.167, H39 1.060
35 C 24.82400 5.82600 10.60000  C34 1.579, C36 1.493, H40 0.998, H41 1.158
36 C 26.19300 6.37400 10.36900  C35 1.493, C37 1.400, H42 1.134, H43 1.227
37 C 26.96400 5.29800 9.91400  S32 1.764, C36 1.400, H44 0.971, H45 1.101
38 H 24.07000 3.86900 9.56400  C34 1.167
39 H 23.88600 5.38400 8.66000  C34 1.060
40 H 24.10300 6.51500 10.56300  C35 0.998
41 H 24.60600 5.45700 11.67600  C35 1.158
42 H 26.66300 6.86400 11.27700  C36 1.134
43 H 26.18100 7.35400 9.63000  C36 1.227
44 H 27.37800 4.50700 10.29700  C37 0.971
45 H 27.89900 5.68300 9.47800  C37 1.101
46 O 32.95000 3.06500 2.99500  S47 1.444
47 S 32.03100 2.09000 2.45700  O46 1.444, O48 1.494, C49 1.763, C52 1.760
48 O 32.12600 1.73200 1.01000  S47 1.494
49 C 32.06700 0.64100 3.46000  S47 1.763, C50 1.541, H53 1.115, H54 1.129
50 C 30.65300 0.03000 3.49600  C49 1.541, C51 1.538, H55 0.971, H56 1.059
51 C 29.68000 0.95700 2.74800  C50 1.538, C52 1.699, H57 0.993, H58 1.037
52 C 30.37500 2.50100 2.88700  S47 1.760, C51 1.699, H59 0.928, H60 1.066
53 H 32.16500 1.16800 4.43800  C49 1.115
54 H 32.97000 0.00200 3.23400  C49 1.129
55 H 30.52800 -0.79800 3.00500  C50 0.971
56 H 30.34400 -0.06300 4.50500  C50 1.059
57 H 28.73200 0.90500 3.04000  C51 0.993
58 H 29.65300 0.84500 1.71700  C51 1.037
59 H 30.26200 2.89200 3.72100  C52 0.928
60 H 29.99900 3.09100 2.08300  C52 1.066
61 O 23.78700 4.09400 5.37700  S62 1.445
62 S 24.31600 3.48800 4.17700  O61 1.445, O63 1.465, C64 1.718, C67 1.709
63 O 23.76900 2.17300 3.83500  S62 1.465
64 C 24.32700 4.56500 2.83900  S62 1.718, C65 1.529, H68 1.108, H69 1.141
65 C 25.79000 4.56500 2.39400  C64 1.529, C66 1.536, H70 1.004, H71 1.021
66 C 26.74000 4.42300 3.59200  C65 1.536, C67 1.577, H72 1.090, H73 1.025
67 C 26.00000 3.22300 4.29900  S62 1.709, C66 1.577, H74 1.113, H75 1.214
68 H 23.87500 5.52400 3.16100  C64 1.108
69 H 23.67600 4.36100 1.92400  C64 1.141
70 H 26.11500 3.73900 1.92400  C65 1.004
71 H 26.05900 5.21000 1.64900  C65 1.021
72 H 26.72800 5.31000 4.22500  C66 1.090
73 H 27.70500 4.16200 3.36500  C66 1.025
74 H 26.24100 3.06200 5.37400  C67 1.113
75 H 26.19200 2.13500 3.79600  C67 1.214
76 O 37.20300 4.95300 5.29800  S77 1.423
77 S 36.15300 5.13300 6.24100  O76 1.423, O78 1.398, C79 1.746, C82 1.798
78 O 36.24900 4.68600 7.56200  S77 1.398
79 C 35.53400 6.76500 6.22000  S77 1.746, C80 1.493, H83 1.140, H84 1.025
80 C 34.04500 6.65700 6.23800  C79 1.493, C81 1.481, H85 1.114, H86 1.164
81 C 33.63800 5.56400 5.32500  C80 1.481, C82 1.594, H87 1.102, H88 1.077
82 C 34.70200 4.38800 5.48400  S77 1.798, C81 1.594, H89 1.099, H90 1.097
83 H 35.82100 7.53700 5.43200  C79 1.140
84 H 35.90900 7.29100 7.01600  C79 1.025
85 H 33.78800 6.54200 7.31600  C80 1.114
86 H 33.48600 7.67500 6.16400  C80 1.164
87 H 33.93000 5.85400 4.30300  C81 1.102
88 H 32.65300 5.16300 5.49600  C81 1.077
89 H 34.95000 4.03700 4.47200  C82 1.099
90 H 34.28100 3.53900 6.03700  C82 1.097
91 O 32.98500 1.89900 7.08900  S92 1.435
92 S 32.04300 2.49600 7.99200  O91 1.435, O93 1.457, C94 1.764, C97 1.763
93 O 32.51700 3.41400 9.01900  S92 1.457
94 C 30.80800 3.40900 7.12500  S92 1.764, C95 1.547, H98 1.066, H99 0.998
95 C 29.53200 2.55500 7.31800  C94 1.547, C96 1.578, H100 1.059, H101 1.006
96 C 29.60700 1.91700 8.75900  C95 1.578, C97 1.584, H102 1.065, H103 1.243
97 C 31.05900 1.28700 8.81600  S92 1.763, C96 1.584, H104 0.944, H105 1.080
98 H 31.26100 3.65700 6.19200  C94 1.066
99 H 30.54700 4.31500 7.45300  C94 0.998
100 H 28.72600 3.07100 6.86400  C95 1.059
101 H 29.63900 1.77800 6.68800  C95 1.006
102 H 28.91200 1.14500 8.99600  C96 1.065
103 H 29.49500 2.66800 9.74300  C96 1.243
104 H 31.12500 0.54000 8.24200  C97 0.944
105 H 31.29800 1.06000 9.84400  C97 1.080
106 O 34.11000 4.95800 12.01400  S107 1.424
107 S 33.53700 6.26100 11.96600  O106 1.424, O108 1.405, C109 1.742, C112 1.802
108 O 34.16300 7.38800 12.52500  S107 1.405
109 C 33.40500 6.61400 10.26500  S107 1.742, C110 1.588, H113 1.064, H114 0.982
110 C 31.87000 6.97000 10.07100  C109 1.588, C111 1.649, H115 1.109, H116 0.940
111 C 30.94700 6.14800 11.16300  C110 1.649, C112 1.498, H117 1.093, H118 1.135
112 C 31.79000 6.19200 12.40100  S107 1.802, C111 1.498, H119 0.975, H120 1.027
113 H 33.73400 5.70900 9.81200  C109 1.064
114 H 34.06800 7.14200 9.77000  C109 0.982
115 H 31.64200 8.05000 10.17400  C110 1.109
116 H 31.58400 6.64200 9.23800  C110 0.940
117 H 30.89300 5.18200 10.65400  C111 1.093
118 H 29.93000 6.64800 11.10700  C111 1.135
119 H 31.74400 5.41100 12.98300  C112 0.975
120 H 31.56400 6.95800 13.04700  C112 1.027